(1)
Computed, not measured: C18H37BO21S4Zn as an isolated structure in a non-equilibrium geometry, with ωB97M-V with the def2-TZVPD basis set.

Element x y z (Å)
Zn: -4.2636 -31.1422 13.3365
C: -5.8593 -34.8626 14.0024
C: -4.5544 -34.2152 13.5286
O: -4.7387 -32.9479 13.0589
H: -6.6468 -34.6662 13.2720
H: -6.1580 -34.4597 14.9734
H: -5.7232 -35.9398 14.1327
H: -4.0918 -34.8982 12.7881
H: -3.8705 -34.2324 14.4104
O: -4.9953 -31.0604 15.3109
C: -5.1611 -30.5267 16.3807
O: -4.5108 -29.4885 16.8165
B: -5.0238 -29.1045 18.1619
O: -6.0940 -30.0767 18.4472
C: -6.2974 -30.8378 17.3849
O: -7.2179 -31.5672 17.1634
O: -5.5088 -27.7173 18.1346
C: -4.6858 -26.9589 18.8608
O: -4.7151 -25.7711 18.9525
C: -3.6527 -27.9039 19.5325
O: -3.9474 -29.1474 19.1587
O: -2.7650 -27.5521 20.2438
O: -2.2056 -31.4586 13.5830
S: -0.8885 -32.0025 13.5649
O: 0.1510 -31.2832 12.9298
O: -0.5616 -32.2495 15.0740
C: 0.8331 -32.3026 15.4720
C: 1.1862 -33.7144 15.9566
C: -1.0196 -33.6391 12.9221
H: 0.9353 -31.5807 16.2753
H: 1.4796 -32.0394 14.6406
H: 1.7767 -34.2627 15.2205
H: 0.3042 -34.3155 16.1753
H: 1.7837 -33.6792 16.8677
H: -1.7203 -34.1534 13.5747
H: -0.0302 -34.0864 12.9201
H: -1.4278 -33.5234 11.9197
O: -8.3158 -29.4590 12.2697
S: -7.5208 -30.1894 13.2021
O: -6.1587 -30.4382 12.8892
O: -7.4843 -29.4467 14.5815
C: -8.6428 -28.6530 14.9847
C: -8.3552 -28.0924 16.3490
C: -8.2535 -31.7275 13.5956
H: -9.5233 -29.2980 15.0053
H: -8.7931 -27.8762 14.2372
H: -9.1753 -27.4286 16.6317
H: -7.4335 -27.5120 16.3966
H: -8.3021 -28.8800 17.1003
H: -9.2610 -31.5704 13.9640
H: -7.5646 -32.1869 14.3037
H: -8.2643 -32.2848 12.6598
O: -3.8605 -30.7642 11.3020
S: -3.4607 -30.7421 9.9360
O: -2.4253 -31.5906 9.4765
O: -4.7231 -31.0320 9.0713
C: -6.0201 -30.5864 9.6083
C: -6.9744 -30.4655 8.4453
C: -3.0792 -29.0883 9.5223
H: -5.8876 -29.6374 10.1238
H: -6.3340 -31.3565 10.3075
H: -7.8131 -29.8404 8.7559
H: -7.2717 -31.4285 8.0440
H: -6.5138 -29.8891 7.6369
H: -2.7642 -29.0886 8.4817
H: -2.1895 -28.8196 10.0955
H: -3.9135 -28.4432 9.7743
O: -3.9107 -29.0581 13.6876
S: -3.6375 -27.6743 13.4919
O: -2.4601 -27.2567 12.8216
O: -4.8989 -27.1725 12.6847
C: -4.7874 -25.9284 11.9340
C: -6.1523 -25.6620 11.3343
C: -3.8242 -26.8058 15.0089
H: -4.0169 -26.0654 11.1761
H: -4.4449 -25.1304 12.5956
H: -6.9408 -25.9136 12.0417
H: -6.2987 -26.2188 10.4109
H: -6.2612 -24.6012 11.1042
H: -4.6846 -27.2128 15.5311
H: -3.9875 -25.7662 14.7360
H: -2.9189 -26.9317 15.5964

Cartesian forces (eV/Å) of the 2 atoms listed first:
Zn 0.0 -0.9 0.3
C 0.2 0.0 0.1

Computed properties:
Net charge: 0
F_max: 1.08 eV Å⁻¹
E_LUMO: 0.002 Eh

***

(2)
Computed, not measured: a single C9H12N6OS2 molecule in a non-equilibrium geometry, with ωB97M-V with the def2-TZVPD basis set.

Element x y z (Å)
C: 1.5058 1.0506 -4.7114
C: 1.7729 0.2459 -3.4369
C: 1.8587 -1.2508 -3.7439
C: 0.6753 0.4863 -2.4609
N: -0.5480 0.1558 -2.6358
N: -1.3576 0.4510 -1.6342
C: -0.7651 1.0054 -0.6304
N: -1.4836 1.4252 0.4573
C: -1.1919 1.5939 1.7864
O: -2.0667 1.9370 2.5451
C: 0.2147 1.3038 2.2605
S: 0.1672 -0.1788 3.3246
C: -0.0719 -1.3752 2.0949
N: -0.0332 -1.1789 0.7926
C: -0.2687 -2.4062 0.2818
N: -0.4420 -3.3362 1.1840
N: -0.3185 -2.6788 2.3485
S: 0.9500 1.2716 -0.9070
H: 0.5551 0.7500 -5.1431
H: 1.4683 2.1155 -4.4927
H: 2.2970 0.8721 -5.4349
H: 2.7143 0.5800 -2.9893
H: 2.6544 -1.4379 -4.4605
H: 0.9161 -1.5943 -4.1610
H: 2.0659 -1.8164 -2.8382
H: -2.4803 1.4805 0.2625
H: 0.5527 2.1090 2.9120
H: 0.9295 1.1161 1.4658
H: -0.3133 -2.5888 -0.7714
H: -0.4069 -3.1524 3.2329

Cartesian forces (eV/Å) of the 2 atoms listed first:
C 0.1 0.0 0.2
C 0.1 -0.2 -0.3

Computed properties:
Relative energy (zero: lowest compared OMol25 entry of this formula, charge and spin): 0.0 kcal/mol
Net charge: 0
F_max: 1.88 eV Å⁻¹
Structure (SMILES): CC(C)c1nnc(NC(=O)CSc2ncn[nH]2)s1
E_LUMO: 0.011 Eh

***

(3)
Computed, not measured: a single C4H4N2 molecule in a non-equilibrium geometry, with ωB97M-V with the def2-TZVPD basis set.

Element x y z (Å)
N: -0.3530 -2.4237 1.4219
C: -0.4838 -1.2863 1.2692
C: 0.1439 -0.0730 0.7484
C: -0.3266 0.1717 -0.6874
C: 0.3764 1.3261 -1.2520
N: 0.9491 2.2430 -1.6471
H: 1.1949 -0.3778 0.7504
H: 0.0303 0.7903 1.4014
H: -1.4059 0.3454 -0.7063
H: -0.1253 -0.7155 -1.2985

Cartesian forces (eV/Å) of the 2 atoms listed first:
N -1.2 0.3 0.4
C 1.3 -1.3 -0.2

Computed properties:
Relative energy (zero: lowest compared OMol25 entry of this formula, charge and spin): 19.8 kcal/mol
Net charge: 0
F_max: 1.89 eV Å⁻¹
Structure (SMILES): N#CCCC#N
E_LUMO: 0.009 Eh

***

Number 1: E_HOMO -8.20 eV, electronic energy -154704.059 eV, gap between HOMO and LUMO 0.3030 Eh. Number 2: E_HOMO -8.98 eV, electronic energy -42185.962 eV, gap between HOMO and LUMO 0.3415 Eh. Number 3: E_HOMO -12.10 eV, electronic energy -7191.829 eV, gap between HOMO and LUMO 0.4537 Eh.